Record 1
ORCA calculation (ωB97M-V/def2-TZVPD) on a cluster of 2 separate species, C41H44N7O in total.

Structure (XYZ):
```
93
C41H44N7O ωB97M-V/def2-TZVPD
C 0.803 5.268 1.345
N 0.536 3.864 1.092
C 1.546 2.988 0.818
O 2.738 3.287 0.777
C 0.911 1.619 0.624
C 1.619 0.489 1.398
C 3.036 0.300 1.000
C 3.539 -0.070 -0.244
N 4.920 -0.001 -0.192
C 5.326 0.385 1.080
C 6.603 0.683 1.563
C 6.682 1.194 2.876
C 5.527 1.408 3.655
C 4.244 1.135 3.151
C 4.154 0.603 1.859
N -0.469 1.834 1.069
C -1.316 0.796 1.171
C -2.625 0.854 1.631
C -3.528 -0.178 1.895
C -4.941 0.125 1.994
C -5.909 -0.850 1.633
C -7.272 -0.573 1.602
C -7.727 0.716 1.895
C -6.805 1.715 2.227
C -5.438 1.432 2.285
C -0.771 3.273 1.335
C -1.216 3.533 2.777
C -1.795 3.916 0.391
H 1.861 5.443 1.152
H 0.188 5.903 0.693
H 0.578 5.534 2.387
H 0.941 1.384 -0.452
H 1.557 0.712 2.479
H 1.070 -0.451 1.233
H 3.000 -0.343 -1.145
H 5.539 -0.196 -0.967
H 7.478 0.512 0.934
H 7.655 1.435 3.307
H 5.642 1.826 4.663
H 3.333 1.374 3.701
H -0.900 -0.162 0.807
H -3.014 1.867 1.740
H -3.221 -1.222 1.957
H -5.528 -1.842 1.379
H -7.973 -1.365 1.316
H -8.796 0.931 1.870
H -7.141 2.739 2.404
H -4.741 2.234 2.560
H -0.427 3.236 3.474
H -1.420 4.604 2.886
H -2.128 2.988 3.020
H -1.359 4.040 -0.605
H -2.716 3.336 0.323
H -2.048 4.913 0.773
N -6.576 -3.482 2.272
N -6.110 -4.524 2.115
N -5.909 -5.736 1.974
C -4.533 -6.202 2.076
C -4.616 -7.710 1.853
C -3.525 -8.445 1.391
C -3.698 -9.799 1.069
C -4.948 -10.406 1.235
C -6.018 -9.681 1.775
C -5.833 -8.338 2.110
C -3.639 -5.472 1.094
C -4.212 -5.009 -0.078
C -3.420 -4.243 -0.940
C -2.126 -3.874 -0.558
C -1.529 -4.445 0.568
C -2.280 -5.303 1.378
C -3.991 -5.906 3.473
C -4.910 -6.453 4.573
C -4.649 -5.503 5.733
C -4.075 -4.207 5.120
N -3.889 -4.493 3.715
H -2.552 -7.960 1.273
H -2.851 -10.363 0.675
H -5.093 -11.449 0.944
H -6.995 -10.138 1.936
H -6.653 -7.762 2.549
H -5.237 -5.296 -0.331
H -3.868 -3.924 -1.873
H -1.554 -3.186 -1.176
H -0.497 -4.239 0.848
H -1.804 -5.837 2.209
H -2.994 -6.388 3.596
H -5.930 -6.354 4.210
H -4.698 -7.515 4.723
H -5.568 -5.274 6.277
H -3.932 -5.976 6.399
H -4.763 -3.360 5.240
H -3.121 -3.929 5.598
H -3.145 -3.996 3.247
```

Properties
Highest occupied orbital energy, eV: -9.794
2S+1: 1
Net charge: +1
Kohn-Sham gap, eV: 5.1019
Lowest unoccupied orbital energy, eV: -4.69

Record 2
ORCA calculation (ωB97M-V/def2-TZVPD) on a structure of composition C41H45BBrN8O3V.

Structure (XYZ):
```
100
C41H45BBrN8O3V ωB97M-V/def2-TZVPD
V -0.065 -0.449 0.918
C 4.952 -0.492 -1.488
C 3.690 -1.099 -0.971
C 3.312 -2.418 -0.982
C 2.025 -2.456 -0.409
N 1.667 -1.216 -0.056
N 2.692 -0.397 -0.403
B 2.593 1.129 -0.251
N 2.269 1.511 1.203
N 1.194 1.024 1.875
C 1.255 1.546 3.107
C 2.366 2.406 3.203
C 2.977 2.359 1.976
C 4.192 3.093 1.516
C 0.325 1.278 4.228
C 0.685 1.736 5.501
C -0.126 1.537 6.605
C -1.336 0.870 6.469
C -1.709 0.415 5.215
C -0.891 0.611 4.109
N 1.576 1.751 -1.235
N 0.245 1.535 -1.108
C -0.339 2.268 -2.051
C 0.625 2.952 -2.813
C 1.834 2.591 -2.261
C 3.205 3.019 -2.672
C -1.803 2.346 -2.231
C -2.632 1.257 -1.982
C -3.997 1.341 -2.222
C -4.555 2.522 -2.687
C -3.740 3.625 -2.912
C -2.374 3.536 -2.689
C 1.205 -3.690 -0.290
C -0.070 -3.768 0.270
C -0.772 -4.966 0.283
C -0.222 -6.122 -0.243
C 1.049 -6.069 -0.794
C 1.743 -4.871 -0.817
H 5.590 -1.281 -1.884
H 4.760 0.221 -2.292
H 5.501 0.037 -0.707
H 3.898 -3.229 -1.376
H 3.669 1.583 -0.516
H 2.688 3.000 4.041
H 4.583 3.690 2.340
H 4.978 2.414 1.182
H 3.966 3.765 0.685
H 1.630 2.243 5.644
H 0.196 1.899 7.574
H -1.974 0.704 7.328
H -2.644 -0.116 5.083
H -1.210 0.215 3.159
H 0.463 3.591 -3.666
H 3.129 3.661 -3.549
H 3.712 3.577 -1.882
H 3.840 2.170 -2.929
H -2.198 0.351 -1.584
H -4.614 0.468 -2.043
H -5.621 2.586 -2.872
H -4.167 4.557 -3.262
H -1.740 4.398 -2.862
H -0.554 -2.900 0.688
H -1.770 -4.981 0.705
H -0.780 -7.051 -0.231
H 1.502 -6.958 -1.216
H 2.723 -4.858 -1.271
N -1.683 1.741 1.184
C -3.111 2.071 1.277
C -3.899 1.039 2.076
C -4.053 -0.307 1.378
N -2.811 -1.082 1.280
H -1.188 2.063 2.008
H -1.248 2.201 0.395
H -3.514 2.107 0.261
H -3.277 3.066 1.708
H -4.902 1.444 2.261
H -3.445 0.901 3.057
H -4.429 -0.131 0.365
H -4.835 -0.880 1.889
H -2.636 -1.384 0.328
H -2.848 -1.910 1.858
Br 1.817 -1.433 -7.078
C 0.798 -1.535 -5.471
C 1.290 -0.942 -4.323
C 0.541 -1.023 -3.156
C -0.680 -1.681 -3.139
C -1.153 -2.264 -4.311
C -0.417 -2.201 -5.484
C -1.524 -1.756 -1.882
O -2.651 -2.264 -1.966
O -1.022 -1.262 -0.827
H 2.240 -0.424 -4.333
H 0.899 -0.561 -2.245
H -2.110 -2.767 -4.275
H -0.780 -2.656 -6.396
C -0.408 -2.454 3.281
O 0.190 -1.497 2.484
H -1.509 -2.365 3.341
H -0.047 -2.381 4.319
H -0.190 -3.475 2.938
```

Properties
Highest occupied orbital energy (spin up / spin down), eV: -2.984 / -2.390
2S+1: 2
Net charge: -1
<S²>: 0.869
Kohn-Sham gap (spin up / spin down), eV: 5.3538 / 4.7593
Lowest unoccupied orbital energy (spin up / spin down), eV: 2.37 / 2.37

Record 3
ORCA calculation (ωB97M-V/def2-TZVPD) on a structure of composition C41H45Cl9N7O2V.

Structure (XYZ):
```
105
C41H45Cl9N7O2V ωB97M-V/def2-TZVPD
O -4.897 12.776 9.506
V -3.582 12.138 10.275
C -5.386 8.525 9.367
C -4.359 9.136 8.422
C -4.837 9.306 6.999
O -3.851 10.295 9.098
H -5.775 7.631 8.880
H -6.302 9.106 9.474
H -4.950 8.182 10.306
H -3.535 8.422 8.443
H -5.301 8.385 6.646
H -4.078 9.670 6.307
H -5.641 10.039 6.935
N -4.822 11.401 12.059
C -6.079 10.887 11.938
C -6.841 10.476 13.032
C -6.361 10.599 14.294
C -5.112 11.148 14.464
C -4.328 11.475 13.350
H -6.530 10.718 10.971
H -7.809 10.028 12.865
H -7.013 10.334 15.114
H -4.883 11.174 15.519
H -3.325 11.874 13.373
N -4.195 4.806 3.186
C -2.882 4.732 2.858
C -1.977 5.707 3.135
C -2.374 6.835 3.800
C -3.727 7.017 4.082
C -4.613 5.986 3.804
H -2.469 3.857 2.378
H -0.940 5.554 2.875
H -1.680 7.655 3.913
H -4.175 7.881 4.551
H -5.616 6.056 4.200
N -1.661 11.295 11.305
C -0.702 12.079 11.863
C 0.399 11.675 12.597
C 0.611 10.309 12.701
C -0.253 9.438 12.106
C -1.376 9.955 11.414
H -0.766 13.142 11.685
H 1.077 12.397 13.029
H 1.467 9.973 13.269
H -0.284 8.358 12.103
H -2.164 9.299 11.074
N -0.014 9.357 5.753
C 1.153 10.009 6.008
C 1.422 10.470 7.293
C 0.595 10.158 8.345
C -0.528 9.395 8.130
C -0.827 9.069 6.811
H 1.767 10.212 5.143
H 2.344 11.007 7.455
H 0.866 10.437 9.352
H -1.141 9.132 8.980
H -1.765 8.574 6.607
N -4.177 13.442 3.838
C -4.951 12.380 4.041
C -4.541 11.055 3.995
C -3.196 10.862 3.609
C -2.350 11.947 3.369
C -2.917 13.223 3.439
H -5.983 12.597 4.273
H -5.201 10.214 4.143
H -2.705 9.909 3.479
H -1.316 11.714 3.162
H -2.347 14.132 3.316
N -7.361 4.728 6.319
C -7.068 5.033 7.645
C -5.916 4.550 8.273
C -5.068 3.714 7.549
C -5.354 3.418 6.186
C -6.562 3.920 5.657
H -7.771 5.695 8.128
H -5.722 4.816 9.301
H -4.236 3.289 8.090
H -4.800 2.706 5.593
H -6.756 3.760 4.606
N -2.245 13.013 8.576
C -1.636 14.228 8.672
C -0.762 14.795 7.730
C -0.550 14.061 6.559
C -1.087 12.775 6.388
C -1.941 12.344 7.450
H -1.851 14.746 9.595
H -0.216 15.720 7.842
H 0.145 14.471 5.841
H -0.986 12.184 5.490
H -2.293 11.334 7.299
C -9.330 10.190 9.119
Cl -9.088 8.564 8.506
Cl -7.915 11.164 8.780
Cl -9.731 10.308 10.827
H -10.179 10.643 8.607
C -9.016 7.162 4.312
Cl -8.370 6.391 2.832
Cl -10.485 8.116 4.096
Cl -7.756 8.067 5.260
H -9.314 6.318 4.934
C -3.948 7.400 13.384
Cl -3.197 6.609 12.036
Cl -2.895 8.761 13.989
Cl -4.422 6.212 14.594
H -4.870 7.795 12.956
```

Properties
Highest occupied orbital energy (spin up / spin down), eV: -10.956 / -10.949
2S+1: 2
Net charge: +1
<S²>: 0.845
Kohn-Sham gap (spin up / spin down), eV: 6.9828 / 7.4094
Lowest unoccupied orbital energy (spin up / spin down), eV: -3.97 / -3.54

Record 4
ORCA calculation (ωB97M-V/def2-TZVPD) on a structure of composition C41H45ClCoN7O9SSeSi.

Structure (XYZ):
```
107
C41H45ClCoN7O9SSeSi ωB97M-V/def2-TZVPD
Co 0.728 0.330 0.562
O 2.598 -0.864 -4.868
C 3.448 -1.402 -4.030
O 4.363 -2.107 -4.384
C 3.270 -1.087 -2.570
C 4.200 -1.388 -1.600
Cl 5.660 -2.236 -1.751
N 3.745 -0.939 -0.405
N 2.506 -0.404 -0.548
C 2.224 -0.467 -1.847
C 0.844 -0.007 -2.287
O 0.661 0.250 -3.486
O -0.007 0.046 -1.361
C 4.417 -1.021 0.863
C 5.764 -0.683 0.949
C 6.423 -0.806 2.162
C 5.746 -1.271 3.281
C 4.396 -1.570 3.189
C 3.720 -1.424 1.988
H 1.844 -0.376 -4.398
H 6.294 -0.327 0.075
H 7.470 -0.536 2.226
H 6.271 -1.385 4.221
H 3.855 -1.925 4.059
H 2.661 -1.624 1.919
O 3.896 3.296 -0.716
C 4.867 2.485 -0.074
N 5.397 3.176 1.066
C 4.945 3.184 2.358
O 5.461 3.885 3.208
C 3.810 2.272 2.728
C 3.804 1.694 3.990
C 2.721 0.924 4.370
C 1.701 0.712 3.459
N 1.698 1.268 2.246
C 2.713 2.071 1.912
H 3.261 2.752 -1.198
H 5.697 2.284 -0.750
H 4.443 1.537 0.252
H 6.077 3.898 0.883
H 4.635 1.878 4.661
H 2.669 0.481 5.356
H 0.843 0.091 3.699
H 2.607 2.593 0.968
C -5.634 -3.383 -1.009
Si -5.208 -1.743 -0.215
C -6.381 -0.416 -0.804
C -5.305 -1.901 1.644
Se -3.106 -1.199 -0.976
H -6.648 -3.678 -0.713
H -4.937 -4.164 -0.689
H -5.599 -3.317 -2.101
H -7.424 -0.689 -0.603
H -6.266 -0.254 -1.880
H -6.173 0.535 -0.300
H -6.290 -1.567 1.994
H -4.542 -1.295 2.140
H -5.173 -2.944 1.945
C -2.097 3.597 -2.003
C -1.443 4.462 -0.924
C -1.459 3.799 0.458
C -0.822 4.755 1.503
C -0.848 4.255 2.949
C -2.892 3.536 0.885
O -3.753 4.385 0.825
N -3.166 2.280 1.385
C -2.276 1.208 1.467
O -2.665 0.139 1.929
N -1.018 1.403 1.008
C -0.618 2.541 0.429
O 0.523 2.547 -0.077
H -1.971 4.055 -2.985
H -3.169 3.487 -1.821
H -1.645 2.599 -2.043
H -1.957 5.420 -0.842
H -0.400 4.651 -1.181
H -1.358 5.703 1.433
H 0.208 4.922 1.185
H -1.870 4.211 3.335
H -0.280 4.932 3.589
H -0.404 3.260 3.038
H -4.106 2.105 1.702
N -0.108 -1.510 1.198
S -0.165 -2.653 0.048
C -1.376 -3.888 0.555
C -2.073 -3.753 1.739
C -2.950 -4.765 2.112
C -3.131 -5.873 1.295
C -2.436 -5.979 0.095
C -1.547 -4.984 -0.278
C 1.262 -3.688 0.419
C 2.127 -3.999 -0.615
C 3.219 -4.825 -0.363
C 3.418 -5.337 0.908
C 2.540 -5.010 1.943
C 1.461 -4.177 1.704
H -1.067 -1.162 1.332
H -1.943 -2.869 2.355
H -3.492 -4.681 3.047
H -3.821 -6.654 1.590
H -2.586 -6.840 -0.546
H -0.985 -5.059 -1.206
H 1.957 -3.592 -1.609
H 3.909 -5.063 -1.164
H 4.254 -5.999 1.099
H 2.703 -5.406 2.939
H 0.782 -3.891 2.501
```

Properties
Highest occupied orbital energy (spin up / spin down), eV: -8.680 / -8.336
2S+1: 5
Net charge: 0
<S²>: 6.010
Kohn-Sham gap (spin up / spin down), eV: 8.4317 / 6.6320
Lowest unoccupied orbital energy (spin up / spin down), eV: -0.25 / -1.70

Record 5
ORCA calculation (ωB97M-V/def2-TZVPD) on a structure of composition C41H46CoP2.

Structure (XYZ):
```
90
C41H46CoP2 ωB97M-V/def2-TZVPD
Co 0.899 -0.683 0.099
C -3.494 0.534 3.790
C -3.866 0.560 2.502
C -3.951 1.784 1.621
C -2.524 2.334 1.426
C -2.081 3.428 2.354
C -2.675 3.803 3.483
C -3.795 3.080 4.189
C -3.387 1.697 4.719
C 2.601 -1.451 1.770
H -3.302 -0.454 4.223
H -4.387 -0.327 2.096
H -4.713 2.454 2.021
H -4.374 1.440 0.664
H -1.860 1.469 1.578
H -2.395 2.515 0.333
H -1.160 3.919 2.008
H -2.293 4.705 4.024
H -4.665 3.040 3.548
H -4.139 3.715 5.023
H -2.407 1.618 5.186
H -4.112 1.557 5.546
H 2.655 -2.453 2.220
H 3.431 -0.815 2.109
H 2.757 -1.707 0.715
P 0.326 -2.082 -1.992
P 2.044 0.447 -2.387
C -0.509 -0.546 -2.383
C 0.266 0.527 -2.674
C -0.112 -2.958 -3.552
C -1.178 -2.562 -4.354
C -1.503 -3.304 -5.488
C -0.761 -4.448 -5.805
C 0.362 -4.787 -5.041
C 0.714 -4.037 -3.919
C -1.023 -2.870 -0.974
C -0.824 -2.181 0.227
C -1.662 -2.443 1.302
C -2.870 -3.088 1.065
C -3.160 -3.684 -0.162
C -2.169 -3.648 -1.179
C 2.612 0.710 -4.233
C 2.275 -0.260 -5.201
C 2.542 -0.064 -6.561
C 3.202 1.100 -6.991
C 3.610 2.028 -6.034
C 3.381 1.813 -4.670
C 2.272 2.184 -1.814
C 3.515 2.526 -1.251
C 3.743 3.842 -0.837
C 2.737 4.818 -0.948
C 1.486 4.458 -1.473
C 1.259 3.144 -1.870
H -1.582 -0.510 -2.386
H -0.141 1.465 -3.103
H -1.737 -1.657 -4.100
H -2.347 -2.980 -6.089
H -1.046 -5.046 -6.672
H 0.962 -5.660 -5.314
H 1.599 -4.261 -3.322
H -0.598 -0.895 -0.095
H -1.368 -2.140 2.294
H -3.626 -3.137 1.848
H -4.144 -4.148 -0.329
H -2.356 -4.179 -2.117
H 1.764 -1.180 -4.891
H 2.258 -0.819 -7.294
H 3.398 1.260 -8.058
H 4.137 2.931 -6.367
H 3.766 2.532 -3.953
H 4.298 1.772 -1.150
H 4.711 4.123 -0.413
H 2.893 5.850 -0.606
H 0.667 5.167 -1.586
H 0.270 2.929 -2.254
C 2.713 -0.262 5.140
C 1.290 -0.784 4.946
C 1.275 -2.111 5.744
C 0.257 0.112 5.602
C 0.926 -0.907 3.457
C 1.257 -1.024 2.217
H 2.859 0.076 6.183
H 3.027 0.561 4.481
H 3.472 -1.015 4.943
H 1.211 -1.931 6.815
H 0.448 -2.769 5.487
H 2.186 -2.713 5.599
H -0.008 0.880 4.908
H -0.645 -0.462 5.843
H 0.620 0.540 6.547
```

Properties
Highest occupied orbital energy (spin up / spin down), eV: -4.805 / -7.608
2S+1: 4
Net charge: 0
<S²>: 3.805
Kohn-Sham gap (spin up / spin down), eV: 4.8101 / 7.7015
Lowest unoccupied orbital energy (spin up / spin down), eV: 0.01 / 0.09

The records above yield electronic energy values of -55701.1282, -157723.9240, -196154.1000, -206319.5479, -99456.7385 eV, respectively.
The records above yield ΔE to the lowest compared entry with this formula, charge and spin values of 0.0, 0.0, 0.0, 7.8, 41.2 kcal per mole, respectively.